one | Computed, not measured: a cluster of 3 separate species, C6H13P in total, with ωB97M-V/def2-TZVPD.

Multiplicity ... 1
HOMO (spin up / spin down) ... -8.6 / -7.9 eV
Orbital gap (spin up / spin down) ... 8.15 / 8.02 eV

Each line ends with the Mulliken charge.
Atoms and positions in Å:
C  -1.1111  -0.7398  -0.0734  0.465
C  3.9508  0.3999  -0.5077  -0.409
C  3.9283  -0.8134  0.0944  -0.479
C  -1.1064  0.1140  1.0661  -0.885
C  -0.1122  -1.8755  -0.1327  -1.105
C  -4.1783  2.4586  -0.3688  -0.883
P  -2.3578  -0.5053  -1.1895  -0.141
H  3.1020  1.1650  -0.7043  0.195
H  4.8970  0.8207  -0.8464  0.215
H  4.8428  -1.3018  0.1496  0.243
H  3.1542  -1.2184  0.6010  0.238
H  -1.4562  -0.3907  2.0237  0.197
H  0.0090  0.3174  0.9883  0.236
H  -1.6738  1.0436  0.8810  0.318
H  0.6204  -1.8486  0.7078  0.223
H  0.4021  -1.7304  -1.1483  0.312
H  -0.7357  -2.7418  -0.1112  0.379
H  -4.3542  1.9708  0.4984  0.342
H  -3.1902  2.8367  -0.6208  0.276
H  -4.6308  2.0388  -1.3070  0.262

***

two | Computed, not measured: a cluster of 3 separate species, C6H13P in total, with ωB97M-V/def2-TZVPD.

Multiplicity ... 1
HOMO (spin up / spin down) ... -7.8 / -7.3 eV
Orbital gap (spin up / spin down) ... 7.84 / 7.66 eV

Each line ends with the Mulliken charge.
Atoms and positions in Å:
C  0.2782  0.7636  1.2006  0.035
C  -2.1937  -0.4410  -3.5757  -0.446
C  -1.1320  -0.6644  -2.8699  -0.456
C  -0.8711  0.5753  0.3587  -0.266
C  2.0953  -1.1866  -0.0943  -0.968
C  1.0730  1.1126  3.7637  -0.954
P  1.6751  1.0677  1.9196  -0.172
H  -3.1546  -0.7604  -3.1378  0.246
H  -2.0445  -0.2228  -4.6316  0.243
H  -0.0754  -0.4423  -3.3750  0.144
H  -1.1985  -0.9828  -1.8672  0.309
H  -1.5604  -0.1832  0.7319  0.281
H  -1.3947  1.5484  0.4079  0.306
H  -0.6702  0.3064  -0.6476  -0.118
H  1.7703  -1.8720  0.7419  0.321
H  3.1649  -1.3549  -0.3234  0.307
H  1.3933  -0.7426  -0.7837  0.315
H  1.8519  0.9950  4.4158  0.386
H  0.6947  2.1797  3.8943  0.231
H  0.2983  0.3043  3.8716  0.255

***

Name the most stable of them. one.

***

one | Computed, not measured: an isolated molecule of C2H7N3, with ωB97M-V/def2-TZVPD.

Multiplicity ... 1
SMILES string ... [H]/N=C/NNC
HOMO ... -9.3 eV
Orbital gap ... 10.28 eV

Each line ends with the Mulliken charge.
Atoms and positions in Å:
H  -1.1093  2.1971  1.8210  0.251
N  -1.2235  1.8188  0.8804  -0.653
C  -0.4117  0.8578  0.6819  0.082
N  -0.2185  0.2829  -0.5508  -0.219
N  0.8997  -0.5971  -0.7430  -0.393
C  0.6791  -1.9664  -0.3311  -0.742
H  0.2138  0.4000  1.4324  0.297
H  -0.3892  0.8040  -1.3751  0.250
H  1.7563  -0.2210  -0.4101  0.228
H  1.4548  -2.6045  -0.6402  0.350
H  -0.2723  -2.3179  -0.7683  0.257
H  0.5381  -2.1380  0.7299  0.292

***

two | Computed, not measured: a cluster of 2 separate species, C2H7N3 in total, with ωB97M-V/def2-TZVPD.

Multiplicity ... 1
SMILES string ... [H]/N=C/N.C=N
HOMO ... -9.0 eV
Orbital gap ... 10.16 eV

Each line ends with the Mulliken charge.
Atoms and positions in Å:
H  1.9955  -0.8087  1.8553  0.213
N  1.6387  -0.4625  0.9711  -0.689
C  1.3172  0.7615  0.9987  0.145
N  0.7384  1.4151  -0.0397  -0.414
H  1.5444  1.3959  1.8579  0.336
H  0.2842  0.9317  -0.8021  0.245
H  0.4089  2.3539  0.0605  0.191
C  -1.7981  -1.1031  -1.3438  -0.277
N  -1.3864  -0.6102  -0.2365  -0.506
H  -2.3820  -0.4251  -1.9545  0.277
H  -1.6460  -2.1649  -1.5117  0.234
H  -0.7148  -1.2835  0.1449  0.246

***

three | Computed, not measured: an isolated molecule of C2H7N3, with ωB97M-V/def2-TZVPD.

Multiplicity ... 1
SMILES string ... [H]/N=C(/C)NN
HOMO ... -9.2 eV
Orbital gap ... 10.05 eV

Each line ends with the Mulliken charge.
Atoms and positions in Å:
H  -0.8709  1.6665  0.1060  0.288
N  0.2395  1.5436  -0.0322  -0.667
C  0.3675  0.2409  0.0455  0.415
C  1.7947  -0.3582  0.0596  -0.723
N  -0.7330  -0.6123  0.1122  -0.156
N  -2.0738  -0.1260  0.0663  -0.706
H  1.6824  -1.4213  -0.4678  0.215
H  2.4252  0.3450  -0.5192  0.267
H  2.3273  -0.4772  1.1175  0.206
H  -0.7318  -1.6035  -0.5811  0.302
H  -2.2092  0.4012  0.8680  0.286
H  -2.2178  0.4014  -0.7749  0.274

***

Name the most stable of them. two.

***

one | Computed, not measured: a cluster of 2 separate species, C4H11NO2S in total, with ωB97M-V/def2-TZVPD.

Multiplicity ... 1
SMILES string ... NC(=O)CCCS.O
HOMO ... -9.3 eV
Orbital gap ... 9.79 eV

Each line ends with the Mulliken charge.
Atoms and positions in Å:
N  2.1485  0.1517  -1.0983  -0.423
C  0.7512  -0.0742  -1.3969  0.478
O  0.4223  -1.0203  -2.1055  -0.589
C  -0.1994  1.0541  -0.8725  -0.579
C  -0.6463  0.7104  0.6475  -0.547
C  -1.7105  -0.4270  0.5741  -0.452
S  -3.3505  0.1689  0.0190  -0.245
H  2.9546  -0.4850  -1.5201  0.258
H  2.3684  0.9031  -0.6736  0.161
H  0.5611  1.8514  -0.8828  0.284
H  -1.1522  1.4822  -1.4022  0.352
H  0.1950  0.4540  1.2373  0.195
H  -0.9921  1.6943  0.9917  0.321
H  -1.3104  -1.2181  -0.1571  0.316
H  -1.8111  -0.8841  1.6441  0.309
H  -3.5667  -0.9682  -0.7016  0.152
O  1.8842  -1.2486  2.2628  -0.661
H  0.9999  -1.4138  1.7995  0.336
H  2.4540  -0.7308  1.6347  0.335

***

two | Computed, not measured: a cluster of 2 separate species, C4H11NO2S in total, with ωB97M-V/def2-TZVPD.

Multiplicity ... 1
SMILES string ... NC(=O)CCCS.O
HOMO ... -9.4 eV
Orbital gap ... 9.74 eV

Each line ends with the Mulliken charge.
Atoms and positions in Å:
N  2.1527  0.2941  -1.2533  -0.393
C  0.8321  0.0502  -1.3662  0.450
O  0.4491  -0.8572  -2.0638  -0.602
C  -0.1303  0.9702  -0.7975  -0.535
C  -0.6105  0.7073  0.5450  0.434
C  -1.6741  -0.3395  0.5156  -0.940
S  -3.3759  0.0228  -0.1351  -0.229
H  2.7862  -0.3613  -1.7918  0.265
H  2.5243  0.7882  -0.4277  0.210
H  0.0134  2.0934  -1.1663  0.338
H  -1.0734  0.8096  -1.3698  0.235
H  0.3306  0.3482  1.0366  -0.623
H  -0.9011  1.6303  1.0849  0.313
H  -1.3172  -1.1858  -0.0227  0.416
H  -1.7561  -0.6946  1.5359  0.437
H  -3.4118  -1.2225  -0.7199  0.158
O  2.0396  -1.2012  2.3653  -0.635
H  1.0880  -1.5564  2.1723  0.367
H  2.0343  -0.2957  1.8586  0.334

***

three | Computed, not measured: a cluster of 2 separate species, C4H11NO2S in total, with ωB97M-V/def2-TZVPD.

Multiplicity ... 1
SMILES string ... CN[C@H](C=O)CS.O
HOMO ... -8.7 eV
Orbital gap ... 9.15 eV

Each line ends with the Mulliken charge.
Atoms and positions in Å:
C  -1.0681  -1.5340  0.1265  -0.964
N  0.3218  -1.0586  0.4397  -0.332
C  1.0424  -0.0388  -0.2412  0.276
C  1.8224  -0.4671  -1.4795  -0.093
O  1.7274  0.0634  -2.5496  -0.455
C  1.9105  0.7361  0.7509  -0.784
S  1.9692  2.5434  0.7400  -0.252
H  -1.3937  -1.4435  -0.9171  0.304
H  -1.1188  -2.5118  0.6588  0.278
H  -1.6190  -0.9384  0.8468  0.347
H  0.6463  -1.7536  1.0892  0.225
H  0.2174  0.5784  -0.5958  0.258
H  2.4978  -1.3034  -1.2326  0.318
H  1.6022  0.3742  1.7789  0.333
H  2.9233  0.2989  0.8289  0.409
H  1.8338  2.7424  -0.5847  0.134
O  -4.8749  1.2681  0.0963  -0.637
H  -4.2382  0.6806  -0.3571  0.318
H  -4.2019  1.7639  0.6014  0.320

***

four | Computed, not measured: a cluster of 3 separate species, C4H11NO2S in total, with ωB97M-V/def2-TZVPD.

Multiplicity ... 1
HOMO ... -8.3 eV
Orbital gap ... 4.42 eV

Each line ends with the Mulliken charge.
Atoms and positions in Å:
C  -0.4842  -0.2563  -0.1385  -0.457
N  0.1420  0.8463  0.5581  -0.179
C  0.7018  0.7335  1.8282  -0.147
O  0.2418  -0.3865  2.7091  -0.467
C  -0.4522  -0.3419  -1.7447  -0.404
C  -1.4334  0.4634  -2.5822  -0.803
S  -0.9901  -1.0098  -5.1557  -0.084
H  -1.4943  -0.3185  0.2674  0.404
H  0.0431  -1.1824  0.2491  0.389
H  0.6139  1.5896  2.5696  0.359
H  1.7713  0.6073  1.8987  0.323
H  -0.7138  -1.3168  -1.9394  0.429
H  0.6324  -0.0789  -1.9689  0.281
H  -1.5869  -0.0117  -3.5323  -0.137
H  -2.3432  0.6061  -2.1487  0.374
H  -1.0593  1.4985  -2.7344  0.358
H  3.1193  -0.5425  4.5231  0.198
H  0.9016  -0.5395  3.3585  0.433
O  2.3903  -0.3600  3.9829  -0.871

***

Name the most stable of them. two.